No. 1
Density functional theory data (ωB97M-V with the def2-TZVPD basis set) for a cluster of 2 separate species, C15H12F4N in total at a distorted geometry.

Molecular weight: 282.3 g mol⁻¹
DFT total energy: -1032.70913 Eh
Net charge: +1

Each line ends with the Löwdin charge.
Geometry (Å):
F1 3.2214 -3.6572 1.2213  0.068
C1 3.0540 -2.3426 1.5857  -0.212
C2 3.8962 -1.8251 2.5578  0.113
C3 3.7181 -0.4948 2.9013  -0.214
F2 4.5445 0.0552 3.8542  0.064
C4 2.7203 0.3170 2.3754  0.077
C5 1.7933 -0.2606 1.4407  -0.173
C6 0.7180 0.5589 0.9075  0.064
C7 0.0300 0.1964 -0.2726  -0.045
C8 -0.9370 0.9510 -0.9603  0.066
C9 -1.7313 0.4912 -2.0622  -0.186
C10 -2.6440 1.4187 -2.6668  0.076
C11 -3.4698 0.9785 -3.6919  -0.204
F3 -4.3196 1.8959 -4.2767  0.064
C12 -3.4576 -0.3302 -4.1731  0.122
C13 -2.5751 -1.2217 -3.5626  -0.202
F4 -2.5609 -2.5140 -4.0420  0.065
C14 -1.7122 -0.8583 -2.5325  0.078
C15 2.0287 -1.6068 0.9972  0.072
H1 4.6622 -2.4309 3.0294  0.152
H2 2.6786 1.3832 2.6325  0.142
H3 0.5307 1.5405 1.3829  0.098
H4 0.4226 -0.6957 -0.8039  0.108
H5 -1.0712 2.0069 -0.6653  0.144
H6 -2.6872 2.4649 -2.3409  0.142
H7 -4.1152 -0.6226 -4.9860  0.152
H8 -1.0548 -1.6129 -2.0920  0.131
H9 1.4381 -2.0759 0.2039  0.126
N1 -0.6265 2.0130 3.2742  0.004
H10 -1.3672 2.7018 3.0820  0.035
H11 -0.0378 2.3980 4.0254  0.037
H12 -1.0893 1.1783 3.6574  0.038

Atoms 1-6, force components in eV/Å:
F -0.2 1.6 0.3
C -0.4 -0.9 -0.5
C -0.1 0.1 0.0
C 0.4 1.0 0.9
F -0.8 -0.7 -1.2
C -0.6 -0.4 -0.5

No. 2
Density functional theory data (ωB97M-V with the def2-TZVPD basis set) for the molecule C4H4N4 at a distorted geometry.

SMILES string: [H]/N=C/N=C1N=CC=N1
Molecular weight: 108.1 g mol⁻¹
DFT total energy: -373.74464 Eh

Each line ends with the Löwdin charge.
Geometry (Å):
C1 1.9967 0.3204 0.1091  -0.329
C2 -0.1982 -0.2216 -0.2151  -0.427
C3 -2.2790 -0.5504 0.1268  -0.135
C4 -2.0243 0.9476 0.0536  -0.085
H1 3.7533 0.7016 0.4523  0.088
H2 1.9404 1.4975 0.3396  0.150
H3 -3.2471 -1.0869 0.5531  0.147
H4 -2.7547 1.8218 0.2056  0.133
N1 3.1800 -0.1835 0.0731  0.074
N2 0.9824 -0.5906 -0.2123  0.162
N3 -1.2049 -1.1739 0.0399  0.112
N4 -0.7666 1.1037 -0.1860  0.111

Atoms 1-6, force components in eV/Å:
C 1.9 1.4 -0.8
C -2.2 0.8 0.6
C -3.6 0.0 2.5
C 0.3 0.6 -0.4
H -0.7 -2.7 -1.2
H -1.1 -2.8 -0.4

No. 3
Density functional theory data (ωB97M-V with the def2-TZVPD basis set) for a structure of composition C43H39MnN5O2PSi at a distorted geometry.

<S²>: 6.0423
Molecular weight: 771.8 g mol⁻¹
DFT total energy: -3868.21284 Eh
Multiplicity: 5

Each line ends with the Löwdin charge.
Geometry (Å):
Mn1 0.1209 0.9429 -0.2953  0.794
O1 6.8387 1.0668 -1.4235  -0.021
C1 6.3493 1.0714 -0.2861  -0.682
O2 6.8297 1.0871 0.8558  -0.022
C2 4.7751 1.0108 -0.2914  -0.052
C3 4.0838 0.9425 -1.4934  0.083
C4 2.7015 0.9010 -1.4673  -0.166
N1 2.0356 0.9314 -0.3022  0.028
C5 2.6931 0.9983 0.8665  -0.184
C6 4.0730 1.0411 0.9038  0.081
C7 1.7696 1.0809 1.9990  -0.182
C8 2.1539 1.1680 3.3275  0.023
C9 1.1869 1.3292 4.3002  -0.022
C10 -0.1482 1.3854 3.9147  -0.032
C11 -0.4627 1.2670 2.5779  -0.110
N2 0.4647 1.1123 1.6330  0.011
C12 1.7856 0.8501 -2.6119  -0.162
C13 2.1916 0.7795 -3.9355  0.019
C14 1.2389 0.7126 -4.9340  -0.027
C15 -0.1031 0.7085 -4.5760  -0.025
C16 -0.4393 0.7938 -3.2416  -0.077
N3 0.4725 0.8735 -2.2696  0.035
H1 4.6551 0.9426 -2.4123  0.123
H2 4.6317 1.1037 1.8284  0.126
H3 3.2028 1.1255 3.5841  0.125
H4 1.4616 1.4205 5.3422  0.118
H5 -0.9356 1.5114 4.6442  0.116
H6 -1.4853 1.3025 2.2221  0.128
H7 3.2476 0.7752 -4.1658  0.122
H8 1.5350 0.6695 -5.9732  0.118
H9 -0.8864 0.6430 -5.3169  0.115
H10 -1.4748 0.8104 -2.9229  0.110
N4 -0.6640 -0.7664 -0.1676  -0.297
P1 -0.5018 -2.2156 0.3783  0.778
C17 1.0956 -2.6001 1.1885  -0.284
C18 2.2017 -2.5614 0.3343  -0.095
C19 3.4803 -2.7506 0.8288  -0.069
C20 3.6689 -2.9645 2.1892  -0.075
C21 2.5748 -3.0272 3.0380  -0.081
C22 1.2881 -2.8526 2.5421  -0.079
C23 -1.8286 -2.7305 1.5216  -0.264
C24 -2.7833 -3.6755 1.1577  -0.068
C25 -3.8197 -3.9867 2.0269  -0.074
C26 -3.9119 -3.3586 3.2588  -0.082
C27 -2.9725 -2.4029 3.6204  -0.076
C28 -1.9410 -2.0870 2.7518  -0.105
C29 -0.5402 -3.4742 -0.9326  -0.318
C30 -0.8709 -3.1030 -2.2281  -0.075
C31 -0.8796 -4.0569 -3.2369  -0.078
C32 -0.5558 -5.3741 -2.9474  -0.083
C33 -0.2179 -5.7459 -1.6518  -0.074
C34 -0.2098 -4.7969 -0.6429  -0.089
H11 2.0376 -2.4004 -0.7263  0.109
H12 4.3335 -2.7269 0.1624  0.112
H13 4.6701 -3.0932 2.5811  0.109
H14 2.7200 -3.2260 4.0931  0.104
H15 0.4381 -2.9368 3.2072  0.092
H16 -2.7186 -4.1660 0.1953  0.101
H17 -4.5605 -4.7222 1.7401  0.106
H18 -4.7187 -3.6093 3.9353  0.104
H19 -3.0488 -1.9027 4.5780  0.104
H20 -1.2147 -1.3361 3.0224  0.081
H21 -1.1106 -2.0636 -2.4229  0.087
H22 -1.1400 -3.7735 -4.2488  0.102
H23 -0.5648 -6.1170 -3.7348  0.103
H24 0.0408 -6.7735 -1.4309  0.105
H25 0.0566 -5.0687 0.3725  0.116
C35 1.0321 4.0846 0.6440  -0.162
Si1 -0.7549 4.0534 0.0145  0.419
C36 -0.6728 5.2655 -1.4467  -0.172
C37 -1.8188 4.7575 1.4184  -0.162
N5 -1.3028 2.4404 -0.3949  -0.150
C38 -2.5859 2.2597 -0.8976  -0.370
C39 -3.1091 0.9568 -1.0529  -0.087
C40 -4.3539 0.7299 -1.6126  -0.103
C41 -5.1493 1.7859 -2.0376  -0.121
C42 -4.6843 3.0772 -1.8415  -0.101
C43 -3.4433 3.3139 -1.2745  -0.067
H26 1.3924 5.1137 0.5850  0.039
H27 1.7125 3.4817 0.0391  0.018
H28 1.1269 3.7759 1.6864  0.024
H29 -0.2087 6.1977 -1.1143  0.028
H30 -1.6438 5.5177 -1.8707  0.014
H31 -0.0560 4.8600 -2.2526  0.029
H32 -1.4370 5.7282 1.7454  0.031
H33 -1.8060 4.0859 2.2802  0.015
H34 -2.8595 4.8920 1.1226  0.022
H35 -2.5066 0.1253 -0.7042  0.048
H36 -4.7168 -0.2869 -1.7129  0.098
H37 -6.1120 1.6118 -2.5001  0.092
H38 -5.2978 3.9216 -2.1333  0.100
H39 -3.1398 4.3386 -1.1224  0.061

Atoms 1-6, force components in eV/Å:
Mn -2.8 0.4 -0.4
O 0.0 0.1 0.1
C -0.3 -0.2 0.0
O 0.0 0.1 -0.1
C 0.5 0.1 -0.1
C -0.3 0.0 -0.1